1.
Molecular formula: C6H17N3
Method: DFT, the ωB97M-V functional and the def2-TZVPD basis

Computed properties:
total charge: +2
LUMO level: -8.86 eV
orbital gap: 8.76 eV
calculated total energy: -402.3123 Ha
ΔE to the lowest compared entry with this formula, charge and spin: 60.26 kcal/mol

XYZ file:
```
26
Properties=species:S:1:pos:R:3:forces:R:3:mulliken_charge:R:1
C -3.991 -0.186 -0.196 -2.977 0.208 0.142 -0.541
C -1.961 -1.023 0.171 1.771 -0.850 -1.721 -0.509
C 3.743 -0.706 0.301 -1.311 -0.686 -2.856 -1.175
C 1.680 0.159 1.356 -0.932 3.252 -1.805 -0.677
C 2.099 1.036 -0.957 -2.234 0.423 0.298 -1.000
C 2.600 0.204 0.191 -2.111 -2.022 0.866 1.024
N -3.301 -1.418 -0.219 1.185 2.192 1.741 -0.243
N -3.034 0.909 -0.742 0.513 -0.182 -1.156 -0.156
N -1.811 0.471 -0.109 1.439 0.401 1.089 -0.428
H -4.978 -0.216 -0.768 1.384 0.186 0.830 0.381
H -4.126 0.160 0.870 -0.176 -0.388 -1.110 0.372
H -1.883 -1.028 1.220 0.410 -0.824 1.364 0.392
H -1.082 -1.661 -0.363 -2.337 1.520 1.269 0.262
H 4.022 -0.990 1.290 0.761 0.518 0.745 0.417
H 3.606 -1.793 -0.147 -0.801 1.820 0.483 0.392
H 4.360 -0.367 -0.504 1.939 0.179 0.243 0.384
H 1.884 1.108 1.937 -0.057 -0.642 -0.287 0.393
H 1.753 -0.655 1.989 0.371 -1.649 1.203 0.489
H 0.638 0.349 0.963 1.018 -0.356 0.543 -0.218
H 2.799 1.794 -1.305 0.216 -0.215 -0.184 0.401
H 1.690 0.448 -1.838 1.242 0.043 0.852 0.334
H 1.082 1.553 -0.670 2.217 -0.663 -0.104 0.270
H -3.244 -1.844 -1.079 -0.505 -1.271 -2.485 0.316
H -2.798 0.767 -1.800 -1.065 0.797 2.100 0.386
H -3.336 1.929 -0.512 0.801 -2.115 -0.554 0.381
H -1.697 0.859 0.859 -0.760 0.324 -1.506 0.351
```
Positions in Å, forces in eV/Å.

***

2.
Molecular formula: C3HClI2O2
Method: DFT, the ωB97M-V functional and the def2-TZVPD basis

Computed properties:
total charge: 0
LUMO level (alpha / beta): -1.17 / -1.66 eV
orbital gap (alpha / beta): 7.54 / 7.07 eV
calculated total energy: -1320.8460 Ha
ΔE to the lowest compared entry with this formula, charge and spin: 50.82 kcal/mol

XYZ file:
```
9
Properties=species:S:1:pos:R:3:forces:R:3:mulliken_charge:R:1
C -0.595 0.149 -1.070 -3.531 2.134 0.443 0.022
C -0.213 0.274 1.561 0.999 -5.195 0.013 0.518
C 0.574 -0.515 -0.712 1.700 -0.828 1.652 -0.457
O -0.618 1.316 -1.463 0.128 -0.823 -0.134 -0.485
O -0.249 -0.637 2.321 -0.155 1.824 -1.297 -0.337
Cl -0.260 1.855 1.604 -0.197 2.868 0.034 0.024
I 0.573 -2.565 -0.342 -0.042 0.408 -0.112 0.210
I 2.435 0.421 -1.160 -0.867 -0.395 0.203 0.185
H -1.647 -0.297 -0.740 1.964 0.007 -0.803 0.319
```
Positions in Å, forces in eV/Å.

***

3.
Molecular formula: C3H6N2O
Method: DFT, the ωB97M-V functional and the def2-TZVPD basis

Computed properties:
structure (SMILES): C=NN(C)C=O
total charge: 0
LUMO level: 0.97 eV
orbital gap: 10.37 eV
calculated total energy: -302.5961 Ha
ΔE to the lowest compared entry with this formula, charge and spin: 60.84 kcal/mol

XYZ file:
```
12
Properties=species:S:1:pos:R:3:forces:R:3:mulliken_charge:R:1
C -0.262 1.748 1.019 2.095 -0.034 0.486 -0.334
N 0.600 0.931 0.493 -2.049 0.984 0.981 -0.704
N 0.107 -0.069 -0.289 -0.125 -0.845 -0.250 0.478
C 1.094 -1.115 -0.474 1.328 -1.173 -0.982 -0.743
C -1.227 -0.398 -0.468 1.838 -1.214 -1.290 0.278
O -2.177 0.237 -0.117 -0.768 -0.088 -0.015 -0.528
H 0.260 2.385 1.735 -0.403 0.342 -0.278 0.248
H -1.336 1.820 0.902 0.244 -0.281 -0.167 0.312
H 0.737 -1.854 -1.274 0.348 0.889 1.398 0.320
H 1.351 -1.660 0.517 -0.409 0.900 -1.706 0.257
H 2.032 -0.663 -0.939 -1.130 -0.522 0.951 0.238
H -1.178 -1.363 -1.105 -0.969 1.041 0.871 0.178
```
Positions in Å, forces in eV/Å.

***

4.
Molecular formula: C3H10NO2
Method: DFT, the ωB97M-V functional and the def2-TZVPD basis

Computed properties:
total charge: +1
LUMO level: -5.35 eV
orbital gap: 9.60 eV
calculated total energy: -325.2317 Ha
ΔE to the lowest compared entry with this formula, charge and spin: 53.88 kcal/mol

XYZ file:
```
16
Properties=species:S:1:pos:R:3:forces:R:3:mulliken_charge:R:1
C 0.315 -1.255 -1.159 0.200 -0.745 1.208 -0.093
C -0.355 -1.594 -0.058 0.471 0.897 -0.962 -0.477
C 1.778 0.505 -0.231 -1.064 0.427 0.781 -0.065
N 1.180 -0.108 -1.173 0.578 -0.382 -0.733 0.060
H 0.403 -1.907 -2.014 -0.334 0.495 -0.468 0.314
H -0.152 -1.012 0.841 -0.803 -0.250 0.120 0.104
H -1.119 -2.345 -0.184 0.221 -0.381 0.604 0.299
H 2.239 1.457 -0.436 0.468 -0.057 -0.250 0.307
H 1.628 0.223 0.812 0.130 -0.226 -0.273 0.195
H 1.339 0.224 -2.120 0.012 0.302 -0.005 0.315
H 0.074 0.266 3.307 0.145 0.100 -0.239 0.317
H -1.097 0.665 2.442 0.286 0.165 -0.233 0.314
O -0.137 0.526 2.396 -0.333 -0.232 0.442 -0.628
H -2.686 1.940 -0.896 0.146 -0.504 -0.069 0.324
H -1.637 0.733 -0.817 -0.749 0.274 -0.128 0.337
O -1.774 1.683 -0.710 0.626 0.117 0.205 -0.625
```
Positions in Å, forces in eV/Å.

***

5.
Molecular formula: C3H4AgNaO3
Method: DFT, the ωB97M-V functional and the def2-TZVPD basis

Computed properties:
total charge: +1
LUMO level (alpha / beta): -4.18 / -4.21 eV
orbital gap (alpha / beta): 5.92 / 8.93 eV
multiplicity: 2
calculated total energy: -651.4182 Ha
<S²>: 0.754
ΔE to the lowest compared entry with this formula, charge and spin: 2.99 kcal/mol

XYZ file:
```
12
Properties=species:S:1:pos:R:3:forces:R:3:mulliken_charge:R:1
O 1.783 1.636 -0.536 -0.874 0.658 0.173 -0.470
C 0.717 2.024 -1.021 1.507 -1.452 -1.996 0.181
C -0.550 1.253 -0.936 -0.362 2.199 0.175 -0.797
Ag 2.426 -0.132 0.880 -1.067 -0.084 -0.176 0.749
H -0.840 1.648 0.097 -0.345 -2.077 -0.725 0.264
H -0.376 0.250 -1.357 -0.196 -0.153 1.565 0.258
H -1.298 1.689 -1.616 0.303 0.133 0.228 0.333
O 0.179 -1.182 1.301 0.594 -0.047 -0.246 -0.448
C -0.323 -2.278 1.010 0.528 0.643 0.192 0.264
Na -1.185 -4.830 2.491 -0.119 0.315 -0.200 1.010
O -1.276 -2.893 1.482 -0.160 -0.601 0.227 -0.690
H 0.744 2.815 -1.797 0.192 0.466 0.783 0.346
```
Positions in Å, forces in eV/Å.

***

6.
Molecular formula: C12H20BCl27N3O
Method: DFT, the ωB97M-V functional and the def2-TZVPD basis

Computed properties:
total charge: -1
LUMO level: 1.58 eV
orbital gap: 3.88 eV
calculated total energy: -13158.7844 Ha

XYZ file:
```
64
Properties=species:S:1:pos:R:3:forces:R:3:mulliken_charge:R:1
C 4.069 1.963 0.152 -0.073 0.053 0.074 -0.740
C 2.726 1.792 -0.539 0.139 -0.139 -0.143 -0.033
C 2.339 0.303 -0.811 -0.227 0.378 0.100 -0.250
N 3.227 -0.674 -0.231 0.358 -0.461 0.441 0.547
N 3.701 -1.657 -1.197 -0.473 0.197 -0.524 -0.918
B 5.091 -1.744 -1.191 0.222 -0.005 -0.130 0.534
N 5.886 -2.336 -0.102 -0.104 0.382 0.255 -0.603
O 5.917 -1.336 -2.317 -0.331 0.004 -0.034 -0.642
H 4.856 1.470 -0.416 0.048 -0.029 0.045 0.194
H 4.319 3.022 0.270 0.006 0.052 -0.028 0.402
H 4.033 1.503 1.137 0.165 -0.016 -0.039 -0.089
H 2.756 2.336 -1.489 -0.121 0.034 -0.040 0.306
H 1.948 2.260 0.069 -0.029 0.045 0.021 -0.104
H 1.313 0.180 -0.428 -0.100 -0.104 -0.093 -0.076
H 2.311 0.136 -1.886 0.040 -0.170 -0.035 0.267
H 2.747 -1.150 0.517 -0.143 -0.026 -0.035 -0.240
H 6.714 -1.844 0.209 0.144 -0.255 -0.020 0.154
H 5.308 -2.603 0.682 0.077 0.159 0.119 0.222
H 6.585 -0.734 -1.992 0.351 -0.106 -0.021 0.216
C -0.158 -2.851 1.071 0.078 -0.002 -0.093 -0.090
Cl -1.247 -1.860 0.100 0.001 0.054 -0.021 -0.068
Cl 0.832 -1.860 2.123 -0.105 -0.049 0.133 -0.099
Cl -1.088 -4.041 2.004 -0.011 -0.047 -0.014 -0.175
H 0.499 -3.388 0.397 0.034 0.023 -0.021 0.370
C -2.698 1.957 -1.336 0.077 -0.019 0.017 -0.144
Cl -1.200 2.736 -0.845 0.066 0.064 0.048 -0.023
Cl -2.359 0.456 -2.191 -0.053 -0.044 -0.071 -0.103
Cl -3.746 1.673 0.059 -0.012 0.003 0.005 -0.098
H -3.219 2.619 -2.013 -0.026 0.006 -0.002 0.353
C 4.841 0.298 4.131 0.000 -0.003 -0.046 -0.080
Cl 6.141 0.248 2.948 -0.005 -0.016 -0.013 -0.095
Cl 3.273 0.082 3.367 -0.007 0.008 0.065 -0.027
Cl 5.099 -0.913 5.398 -0.003 -0.002 0.042 -0.160
H 4.851 1.271 4.602 0.004 0.008 0.023 0.325
C 0.003 5.330 1.989 -0.034 -0.128 -0.047 -0.029
Cl -0.701 3.940 2.811 0.102 0.042 0.057 0.015
Cl 0.618 6.504 3.162 -0.004 0.027 0.002 -0.162
Cl 1.260 4.814 0.878 0.040 0.078 -0.004 -0.070
H -0.777 5.815 1.416 -0.017 0.017 0.011 0.250
C -3.814 -4.224 -0.905 0.012 0.037 -0.014 0.682
Cl -3.240 -5.799 -1.465 0.016 -0.041 0.025 -0.132
Cl -3.917 -3.088 -2.247 0.004 0.012 -0.007 -0.096
Cl -5.371 -4.381 -0.091 -0.005 -0.005 0.013 -0.143
H -3.096 -3.839 -0.192 0.008 -0.001 0.002 -0.319
C -3.214 -5.951 -5.172 0.079 -0.007 -0.057 0.280
Cl -4.107 -7.439 -4.858 0.001 0.014 0.019 -0.129
Cl -1.962 -6.209 -6.382 0.002 0.003 0.009 -0.123
Cl -4.312 -4.661 -5.673 -0.095 0.013 0.024 -0.115
H -2.740 -5.641 -4.250 -0.016 0.019 0.022 0.079
C -1.456 2.966 6.828 0.038 0.049 -0.065 0.066
Cl -2.656 2.352 7.970 -0.029 0.009 0.003 -0.130
Cl 0.114 3.156 7.607 0.008 0.000 0.012 -0.133
Cl -1.342 1.929 5.415 0.043 -0.189 0.072 -0.047
H -1.782 3.944 6.498 0.007 0.020 0.001 0.226
C -3.725 -1.807 -7.961 0.028 -0.005 0.018 0.372
Cl -3.739 -0.365 -6.948 -0.006 0.006 0.014 -0.115
Cl -4.452 -1.478 -9.538 -0.011 0.006 -0.016 -0.147
Cl -2.096 -2.442 -8.135 0.026 -0.006 -0.004 -0.102
H -4.323 -2.563 -7.472 -0.017 -0.014 -0.007 -0.008
C -5.038 4.445 3.323 0.028 -0.006 0.009 -0.054
Cl -5.967 3.150 2.571 -0.025 -0.003 -0.004 -0.117
Cl -4.199 3.853 4.759 -0.070 0.020 -0.026 -0.071
Cl -3.909 5.162 2.176 -0.097 0.041 -0.043 -0.092
H -5.730 5.214 3.634 -0.005 0.014 0.015 0.334
```
Positions in Å, forces in eV/Å.

***

7.
Molecular formula: Cl3ISi
Method: DFT, the ωB97M-V functional and the def2-TZVPD basis

Computed properties:
total charge: 0
LUMO level (alpha / beta): -2.73 / -2.74 eV
orbital gap (alpha / beta): 5.98 / 5.97 eV
calculated total energy: -1967.7970 Ha
ΔE to the lowest compared entry with this formula, charge and spin: 100.96 kcal/mol

XYZ file:
```
5
Properties=species:S:1:pos:R:3:forces:R:3:mulliken_charge:R:1
Si 0.038 0.494 0.384 2.115 -1.171 -0.094 0.593
Cl 1.616 1.112 -0.830 -1.790 -0.507 0.760 -0.082
Cl -1.869 0.097 0.244 -0.710 0.092 -0.956 -0.006
Cl 0.243 -2.937 -0.559 0.025 1.660 0.528 -0.628
I 0.309 1.202 2.643 0.361 -0.074 -0.238 0.123
```
Positions in Å, forces in eV/Å.

***

8.
Molecular formula: C22H66FO11S11
Method: DFT, the ωB97M-V functional and the def2-TZVPD basis

Computed properties:
total charge: -1
LUMO level: 1.79 eV
orbital gap: 8.80 eV
calculated total energy: -6185.0655 Ha

XYZ file:
```
111
Properties=species:S:1:pos:R:3:forces:R:3:mulliken_charge:R:1
F 0.117 -1.221 -0.121 0.031 0.097 0.059 -0.731
C 5.360 4.146 -3.665 -0.544 -0.023 -0.519 -0.823
S 6.236 3.868 -5.159 1.775 1.290 -0.201 0.469
O 7.657 4.235 -4.716 -1.283 -0.465 -0.856 -0.653
C 6.229 2.093 -5.243 0.546 1.195 0.271 -0.817
H 5.288 5.222 -3.628 -0.128 0.259 0.405 0.316
H 6.024 3.748 -2.932 0.223 -0.176 0.902 0.354
H 4.383 3.683 -3.684 -0.325 -0.058 0.142 0.247
H 6.880 1.866 -4.410 -0.043 -0.793 0.152 0.297
H 6.711 1.950 -6.189 0.285 -0.695 -0.424 0.321
H 5.226 1.728 -5.228 -0.549 -0.540 0.126 0.285
C 3.218 -2.378 2.644 0.607 -0.929 -0.790 -0.857
S 4.660 -1.300 2.961 0.303 -1.152 0.279 0.480
O 5.590 -2.228 3.718 -0.571 0.927 -0.472 -0.659
C 5.390 -1.215 1.267 -2.494 -0.658 1.191 -0.675
H 2.703 -2.516 3.577 -0.411 0.508 0.444 0.420
H 3.623 -3.399 2.468 0.107 0.693 -0.252 0.397
H 2.547 -2.107 1.814 0.236 0.282 0.393 0.153
H 6.266 -0.677 1.459 1.482 0.659 -0.114 0.410
H 4.672 -0.643 0.651 0.494 -0.578 -0.073 0.064
H 5.537 -2.279 1.074 0.151 0.306 -0.682 0.274
C -0.532 4.285 -4.788 0.867 1.012 0.949 -0.563
S 0.914 5.149 -3.978 -1.118 0.459 -0.320 0.594
O 0.929 6.559 -4.523 0.183 -0.958 0.091 -0.706
C 0.069 5.291 -2.386 -0.315 -0.820 -0.275 -0.645
H -0.870 3.390 -4.237 0.030 0.684 -0.226 -0.064
H -0.200 4.042 -5.766 0.294 -0.321 -0.970 0.398
H -1.233 5.125 -4.865 -0.268 -0.503 0.162 0.334
H 0.821 5.544 -1.626 -0.541 0.188 -0.125 0.289
H -0.376 4.286 -2.208 0.283 0.675 0.256 0.015
H -0.751 6.025 -2.541 0.703 -0.309 0.351 0.416
C 0.605 -4.456 1.712 -0.272 0.780 -0.076 -0.273
S -0.458 -5.898 1.194 2.765 0.431 -1.235 0.659
O 0.632 -6.973 1.075 -1.655 0.804 0.180 -0.750
C -1.378 -6.199 2.655 -1.266 -0.188 1.017 -0.784
H 0.079 -3.663 2.290 0.041 -0.735 -0.264 0.208
H 0.999 -3.880 0.812 -0.366 -1.191 0.957 -0.272
H 1.388 -4.936 2.341 -0.383 0.398 -0.614 0.413
H -0.799 -6.952 3.189 -0.125 0.056 0.225 0.414
H -2.379 -6.601 2.363 0.859 0.200 0.204 0.313
H -1.571 -5.300 3.273 0.280 -0.427 -0.445 0.096
C -2.511 3.051 5.451 0.307 0.294 0.023 -0.703
S -1.475 3.836 6.738 -0.874 -0.615 0.395 0.429
O -1.416 2.789 7.838 0.500 0.947 -1.015 -0.639
C 0.096 3.839 5.792 -1.148 -0.955 0.343 -0.739
H -2.617 3.763 4.615 0.181 -0.468 0.154 0.322
H -3.507 2.876 5.888 0.547 -0.030 -0.051 0.384
H -2.019 2.102 5.161 -0.427 0.534 0.007 0.098
H 0.769 4.526 6.232 0.598 0.706 0.612 0.399
H -0.068 4.112 4.748 -0.043 -0.412 0.021 0.185
H 0.419 2.820 6.009 0.355 -0.059 -0.649 0.252
C -4.899 1.785 0.844 0.730 0.799 1.067 -1.139
S -3.247 1.522 1.619 -0.291 1.918 -2.022 0.557
O -3.529 0.802 2.854 -0.255 -1.578 1.801 -0.597
C -2.625 0.472 0.304 -1.317 0.433 0.276 0.423
H -5.176 0.830 0.438 -0.614 -0.283 -0.107 0.281
H -4.834 2.569 0.089 0.052 -0.177 -0.102 0.383
H -5.522 2.157 1.686 0.212 -0.520 -0.655 0.381
H -3.316 -0.362 0.155 0.399 -0.233 0.259 -0.175
H -1.591 0.239 0.493 0.234 -0.589 -0.301 -0.471
H -2.781 1.121 -0.562 0.490 -0.024 0.126 0.352
C -2.679 -2.199 3.403 1.153 0.354 -0.547 -0.393
S -4.309 -2.502 2.663 -0.120 0.910 0.984 0.637
O -4.402 -3.970 2.565 0.037 -1.055 -0.420 -0.664
C -5.298 -2.120 4.175 -0.177 0.575 -0.199 -1.029
H -2.510 -1.171 3.726 -0.506 0.028 0.001 0.247
H -1.823 -2.404 2.707 -1.163 0.019 0.016 -0.366
H -2.550 -2.880 4.223 -0.198 -0.376 0.548 0.571
H -5.127 -1.106 4.513 0.473 0.323 -0.019 0.272
H -5.014 -2.818 4.949 0.206 -0.294 0.102 0.352
H -6.389 -2.160 4.044 0.453 -0.418 -0.588 0.343
C 0.230 1.071 2.231 -0.335 -0.583 0.825 -0.483
S -0.041 2.314 1.044 -1.048 1.893 -1.329 0.692
O -0.360 3.616 1.745 0.464 -0.775 0.047 -0.702
C 1.597 2.496 0.349 -0.421 -0.481 -0.310 -0.545
H 0.281 0.074 1.761 0.424 0.314 -0.232 -0.059
H -0.740 1.077 2.772 0.727 0.095 0.236 0.008
H 1.093 1.356 2.847 -0.336 -0.342 0.162 0.522
H 1.565 3.234 -0.486 0.015 -0.590 0.762 0.155
H 1.796 1.473 -0.010 0.393 0.425 -0.021 -0.043
H 2.230 2.799 1.175 0.432 0.102 -0.107 0.400
C -2.797 -2.874 -0.766 -0.482 -1.995 2.133 -0.216
S -2.657 -3.952 -2.217 0.263 0.683 -0.204 0.280
O -3.049 -3.087 -3.379 0.042 -0.048 -0.089 -0.600
C -0.827 -4.123 -2.309 -1.447 0.101 0.804 0.100
H -1.925 -2.266 -0.560 0.325 0.437 -0.287 -0.101
H -2.915 -3.595 0.147 0.256 1.077 -1.459 0.116
H -3.755 -2.331 -0.791 0.464 -0.170 -0.434 0.350
H -0.565 -4.676 -1.399 0.370 0.294 -0.250 -0.040
H -0.389 -3.142 -2.435 0.065 0.184 0.333 -0.373
H -0.659 -4.704 -3.189 0.156 -0.541 -0.528 0.500
C 2.477 -0.237 -2.601 0.016 -0.352 0.503 -0.378
S 2.053 -1.842 -3.362 -0.576 -0.362 1.121 0.519
O 3.123 -2.146 -4.330 0.710 -0.105 -0.396 -0.673
C 2.291 -2.915 -1.848 -0.146 -0.918 -0.993 -0.311
H 3.360 -0.356 -1.970 -0.048 -0.110 0.092 0.316
H 1.627 0.128 -1.996 0.343 -0.216 -0.338 -0.314
H 2.775 0.425 -3.412 -0.395 0.035 -0.152 0.405
H 2.498 -4.010 -2.125 -0.516 1.706 -0.046 0.382
H 1.364 -2.822 -1.265 0.427 0.233 0.102 -0.398
H 3.162 -2.555 -1.327 0.246 0.216 0.362 0.281
C -1.295 0.051 -2.734 0.150 0.215 -0.437 -0.245
S -2.834 1.013 -3.021 0.899 -0.552 -1.274 0.422
O -2.411 2.403 -3.422 -0.352 -0.544 0.193 -0.669
C -3.304 0.062 -4.560 -0.182 -0.833 1.032 -0.980
H -0.877 0.198 -1.739 -0.392 -0.155 0.250 -0.146
H -0.467 0.356 -3.425 -1.088 -0.221 0.040 0.467
H -1.606 -0.992 -2.885 0.356 0.158 0.099 -0.009
H -4.021 0.633 -5.119 0.012 0.688 -0.334 0.449
H -3.872 -0.858 -4.265 0.847 0.598 0.115 0.331
H -2.412 -0.231 -5.130 -0.322 0.300 0.120 0.271
```
Positions in Å, forces in eV/Å.